99
Properties=species:S:1:pos:R:3:lowdin_charge:R:1 method="wB97M-V/def2-TZVPD" homo_ha=-0.425 charge=+1 relative_energy_ev=0.0000
O 1.549 -1.685 0.982 -0.19
S 1.010 -0.398 1.191 0.68
O 1.016 0.191 2.466 -0.21
F 1.762 0.553 0.261 -0.06
C -0.641 -0.456 0.564 -0.20
N -1.072 0.165 -0.529 0.03
N -0.380 1.020 -1.403 0.12
C -0.508 2.211 -1.024 -0.68
S -0.616 3.588 -0.406 1.09
C -2.395 -0.156 -0.739 -0.22
O -3.040 0.320 -1.795 0.16
C -2.759 -0.976 0.289 0.02
C -4.105 -1.591 0.563 -0.40
F -4.895 -1.258 -0.480 0.15
F -4.042 -2.924 0.626 0.14
C -4.810 -1.023 1.825 -0.28
F -4.360 0.230 2.048 0.11
F -4.563 -1.799 2.888 0.11
N -1.649 -1.132 1.078 0.03
N -1.512 -1.832 2.290 0.13
C -1.611 -3.083 2.228 -0.69
S -1.963 -4.535 2.463 1.04
H -3.608 1.056 -1.523 0.16
H -5.878 -0.978 1.619 0.18
O 4.074 -3.724 0.789 -0.04
H 4.806 -3.261 1.208 0.05
H 3.339 -3.103 0.828 0.00
O -7.139 -3.641 3.724 -0.05
H -7.202 -3.810 4.670 0.05
H -6.349 -3.101 3.634 0.00
O -4.678 -6.078 2.796 -0.10
H -5.248 -5.310 2.671 0.02
H -5.297 -6.798 2.961 0.06
O -1.754 3.754 -3.194 -0.09
H -1.974 3.853 -4.128 0.07
H -0.791 3.760 -3.196 -0.02
O 2.167 4.488 0.443 -0.10
H 1.962 3.858 1.144 0.00
H 2.570 5.226 0.924 0.00
O 3.324 6.826 1.864 -0.05
H 4.160 7.224 2.128 0.06
H 3.082 7.304 1.062 0.05
O 1.769 2.995 -2.673 -0.08
H 2.572 3.179 -3.191 0.02
H 2.070 3.023 -1.756 0.03
O 0.217 -0.657 5.274 -0.05
H 0.898 -1.247 5.626 0.02
H 0.607 -0.253 4.493 0.00
O 0.476 2.150 6.330 -0.05
H 1.411 2.161 6.560 0.05
H 0.329 1.265 5.961 0.00
O -1.463 1.975 2.511 -0.06
H -1.430 2.524 3.304 0.06
H -2.404 1.911 2.311 0.03
O 3.782 -4.777 -2.058 -0.05
H 3.664 -4.492 -1.142 0.01
H 2.905 -4.723 -2.469 0.01
O 0.910 -4.697 -2.868 -0.03
H 0.342 -5.223 -2.297 0.05
H 0.386 -3.928 -3.118 0.03
O 4.641 -7.532 -3.515 -0.05
H 4.603 -6.654 -3.115 0.02
H 4.483 -8.136 -2.783 0.06
O 1.556 2.917 3.477 -0.05
H 1.802 2.087 3.059 0.00
H 1.392 2.702 4.408 0.01
O -2.987 -8.041 4.370 -0.06
H -3.566 -7.285 4.221 -0.01
H -3.573 -8.776 4.571 0.04
O -1.513 -1.909 -3.904 -0.03
H -1.607 -1.389 -3.103 0.00
H -2.416 -2.024 -4.218 0.05
O -2.554 6.280 -1.679 -0.07
H -2.446 5.396 -2.057 -0.02
H -2.569 6.135 -0.729 -0.01
O 2.178 -2.036 7.233 -0.04
H 2.926 -1.501 7.515 0.05
H 1.865 -2.457 8.040 0.05
O -0.040 2.359 -4.886 -0.06
H 0.506 2.198 -4.103 0.00
H 0.381 1.858 -5.591 0.06
O 2.533 -7.681 -5.413 -0.08
H 3.311 -7.437 -4.881 -0.01
H 2.458 -6.990 -6.077 0.02
O 4.408 3.154 -3.834 -0.04
H 5.145 2.581 -3.602 0.06
H 4.673 3.572 -4.661 0.06
O -1.294 6.843 1.059 -0.06
H -0.541 7.416 1.232 0.05
H -2.042 7.449 1.022 0.05
O 4.315 -2.328 -3.824 -0.06
H 4.279 -1.461 -3.413 0.02
H 4.155 -2.954 -3.104 -0.01
O 0.873 5.610 -4.358 -0.03
H 1.216 4.790 -3.980 0.01
H 0.074 5.809 -3.858 0.05
O 2.494 7.865 -5.325 -0.07
H 1.785 8.389 -5.707 0.03
H 2.076 7.024 -5.094 -0.02